[1]
{"formula": "C18H25NO7OsPSi", "method": "the ωB97M-V functional and the def2-TZVPD basis", "multiplicity": 5, "de_lowest_kj_mol": 0.00, "charge": 1, "gap_ev": [7.36, 4.65], "symbols": ["Os", "O", "C", "C", "O", "C", "C", "O", "C", "O", "O", "C", "Si", "C", "C", "C", "C", "C", "C", "C", "H", "H", "H", "H", "H", "H", "H", "H", "H", "H", "H", "C", "P", "C", "C", "H", "H", "H", "H", "H", "H", "H", "H", "H", "N", "C", "C", "O", "O", "H", "H", "H", "H", "H"], "xyz": [[0.135, 0.652, -0.499], [3.966, 5.582, -1.593], [3.199, 4.685, -1.462], [1.672, 4.789, -1.531], [1.050, 5.785, -1.754], [1.165, 3.416, -1.235], [2.265, 2.538, -0.950], [2.064, 1.350, -0.574], [3.560, 3.220, -1.154], [4.666, 2.764, -1.092], [-0.015, 3.013, -1.174], [1.583, 1.995, 2.440], [0.175, 0.819, 1.904], [-1.475, 1.448, 2.647], [0.505, -0.968, 2.482], [0.141, -2.066, 1.701], [0.380, -3.363, 2.126], [0.985, -3.588, 3.352], [1.351, -2.514, 4.149], [1.121, -1.216, 3.711], [1.624, 2.099, 3.533], [1.422, 3.000, 2.033], [2.560, 1.633, 2.104], [-1.372, 1.486, 3.743], [-2.323, 0.788, 2.415], [-1.716, 2.464, 2.309], [-0.338, -1.905, 0.740], [0.088, -4.205, 1.503], [1.176, -4.601, 3.685], [1.819, -2.693, 5.107], [1.428, -0.394, 4.349], [-2.356, 0.622, -2.840], [-2.146, 0.547, -1.025], [-3.219, -0.847, -0.530], [-3.076, 2.023, -0.509], [-3.421, 0.604, -3.070], [-1.869, -0.216, -3.332], [-1.924, 1.551, -3.206], [-4.240, -0.635, -0.853], [-3.196, -0.975, 0.555], [-2.885, -1.771, -1.003], [-4.002, 2.086, -1.086], [-2.469, 2.905, -0.706], [-3.313, 1.981, 0.552], [0.227, -4.471, -2.952], [1.202, -3.475, -2.524], [0.425, -2.193, -2.256], [0.937, -1.193, -1.766], [-0.838, -2.250, -2.594], [-0.018, -5.116, -2.209], [0.558, -5.023, -3.732], [-0.928, -3.180, -2.964], [1.913, -3.266, -3.324], [1.774, -3.725, -1.641]]}

***

[2]
{"formula": "C18H25NOS", "method": "the ωB97M-V functional and the def2-TZVPD basis", "gap_ev": 7.78, "symbols": ["C", "C", "C", "C", "C", "C", "C", "H", "H", "S", "C", "C", "H", "H", "H", "C", "O", "N", "H", "C", "H", "H", "C", "C", "C", "C", "C", "C", "C", "H", "H", "H", "H", "H", "H", "H", "H", "H", "H", "H", "H", "H", "H", "H", "H", "H"], "xyz": [[-4.258, -0.318, 4.934], [-3.252, -0.224, 3.973], [-2.000, -0.199, 4.283], [-0.850, -0.142, 3.300], [-1.102, 0.014, 1.974], [-2.394, -0.259, 1.530], [-3.292, -0.369, 2.509], [-4.580, -0.206, 2.131], [-2.786, -0.197, 0.395], [0.050, -0.190, 0.655], [1.273, 0.752, 1.110], [0.822, 2.301, 1.413], [1.785, 3.036, 2.021], [0.032, 2.140, 2.316], [0.437, 2.836, 0.648], [2.611, 0.826, 0.193], [3.795, 0.856, 0.649], [2.162, 1.134, -1.024], [0.925, 1.120, -1.215], [2.963, 1.083, -2.211], [2.672, 2.159, -2.859], [4.007, 1.152, -1.932], [2.759, -0.182, -3.057], [1.436, -0.631, -3.301], [0.328, 0.522, -4.014], [-0.986, 0.097, -4.003], [-1.257, -0.932, -3.024], [-0.591, -2.228, -3.275], [1.049, -1.864, -2.731], [1.716, -2.588, -2.901], [0.809, -1.707, -1.669], [-0.816, -2.909, -2.679], [-0.399, -2.541, -4.252], [-2.306, -1.242, -3.345], [-1.329, -0.620, -2.089], [-1.652, 0.898, -3.938], [-1.183, -0.039, -5.118], [0.976, 1.058, -4.235], [3.339, 0.021, -3.985], [3.306, -1.031, -2.598], [1.874, 0.257, 2.284], [0.299, -0.413, 3.455], [-1.466, -0.174, 5.190], [-4.756, 0.667, 4.791], [-4.900, -1.084, 4.624], [-3.882, -0.198, 6.037]]}

***

[3]
{"formula": "C18H26CaNS2Si2", "method": "the ωB97M-V functional and the def2-TZVPD basis", "charge": -1, "gap_ev": 6.37, "symbols": ["Ca", "C", "Si", "C", "C", "C", "C", "C", "C", "C", "C", "N", "Si", "C", "C", "C", "H", "H", "H", "H", "H", "H", "H", "H", "H", "H", "H", "H", "H", "H", "H", "H", "H", "H", "H", "H", "H", "H", "S", "C", "C", "C", "C", "C", "C", "S", "H", "H", "H", "H"], "xyz": [[0.085, 1.117, 0.653], [-1.593, -2.412, 1.295], [0.079, -2.427, 0.430], [0.268, -4.162, -0.296], [1.404, -2.279, 1.762], [0.269, -1.010, -0.717], [1.697, -0.774, -1.076], [2.462, -1.644, -1.880], [3.779, -1.357, -2.170], [4.353, -0.196, -1.659], [3.560, 0.618, -0.879], [2.283, 0.349, -0.593], [-0.836, -0.846, -2.172], [-0.818, -2.251, -3.436], [-2.639, -0.637, -1.667], [-0.332, 0.704, -3.117], [-1.622, -3.175, 2.079], [-2.409, -2.619, 0.599], [-1.791, -1.445, 1.768], [0.181, -4.921, 0.489], [1.239, -4.295, -0.782], [-0.508, -4.360, -1.042], [1.333, -3.097, 2.485], [1.303, -1.340, 2.319], [2.408, -2.298, 1.327], [1.991, -2.540, -2.264], [4.362, -2.029, -2.789], [5.382, 0.066, -1.861], [3.957, 1.534, -0.456], [-1.157, -3.188, -2.985], [0.185, -2.419, -3.841], [-1.481, -2.022, -4.277], [-3.041, -1.550, -1.222], [-3.252, -0.393, -2.540], [-2.761, 0.173, -0.942], [0.707, 0.640, -3.457], [-0.420, 1.598, -2.489], [-0.965, 0.858, -3.996], [0.059, 1.787, 3.223], [-0.816, 3.332, 3.201], [-1.124, 3.881, 4.455], [-1.795, 5.082, 4.605], [-2.189, 5.782, 3.471], [-1.899, 5.259, 2.223], [-1.218, 4.045, 2.045], [-0.938, 3.552, 0.363], [-0.812, 3.325, 5.331], [-2.008, 5.464, 5.596], [-2.717, 6.724, 3.555], [-2.203, 5.794, 1.331]]}

***

[4]
{"formula": "C18H26Cl4NO4", "method": "the ωB97M-V functional and the def2-TZVPD basis", "de_lowest_kj_mol": 18.43, "charge": 1, "gap_ev": 8.13, "symbols": ["C", "C", "O", "O", "C", "C", "C", "C", "C", "C", "N", "C", "C", "C", "C", "C", "Cl", "C", "C", "C", "C", "O", "O", "H", "H", "H", "H", "H", "H", "H", "H", "H", "H", "H", "H", "H", "H", "H", "H", "H", "H", "H", "H", "H", "H", "H", "H", "H", "C", "Cl", "Cl", "Cl", "H"], "xyz": [[-0.898, 0.732, 7.254], [-1.321, -0.293, 6.260], [-0.760, -1.331, 6.119], [-2.419, 0.037, 5.527], [-2.196, -0.138, 4.119], [-3.360, 0.454, 3.353], [-3.348, -0.009, 1.881], [-2.946, 1.103, 0.888], [-1.416, 1.246, 0.747], [-0.830, 0.946, -0.601], [0.030, 1.872, -1.081], [0.700, 1.772, -2.244], [0.541, 0.656, -3.046], [1.316, 0.498, -4.321], [2.148, -0.798, -4.312], [3.021, -0.957, -3.079], [3.895, 0.542, -2.643], [-0.362, -0.317, -2.603], [-1.043, -0.187, -1.395], [-1.934, -1.313, -0.952], [-1.218, -2.171, 0.076], [-0.192, -1.847, 0.574], [-1.822, -3.318, 0.387], [-0.566, 1.635, 6.749], [-1.749, 1.007, 7.872], [-0.100, 0.321, 7.854], [-2.121, -1.203, 3.911], [-1.267, 0.365, 3.849], [-3.262, 1.539, 3.373], [-4.304, 0.229, 3.839], [-4.291, -0.471, 1.603], [-2.595, -0.794, 1.820], [-3.323, 2.028, 1.311], [-3.435, 0.972, -0.071], [-0.873, 0.641, 1.470], [-1.162, 2.280, 0.977], [0.183, 2.701, -0.521], [1.364, 2.569, -2.531], [0.654, 0.520, -5.183], [2.012, 1.321, -4.439], [1.456, -1.638, -4.326], [2.765, -0.849, -5.202], [2.451, -1.267, -2.210], [3.789, -1.704, -3.236], [-0.510, -1.197, -3.210], [-2.906, -1.010, -0.584], [-2.125, -1.950, -1.817], [-2.542, -3.491, -0.231], [7.321, 0.126, -4.331], [6.218, -1.130, -4.909], [8.593, -0.574, -3.337], [7.994, 1.032, -5.682], [6.749, 0.809, -3.717]]}

***

no.,M (g mol⁻¹)
1,616.69
2,303.47
3,416.80
4,462.22